Record 1
Computed, not measured: the ion C5H13ClN3O2 with charge +1 at a distorted geometry, with wB97M-V/def2-TZVPD.

```
! wB97M-V def2-TZVPD RIJCOSX def2/J DEFGRID3
* xyz 1 1
Cl 3.04972 -0.33396 0.00919
O -0.85501 1.83825 -0.72987
O 1.18228 0.95069 -1.19804
N 0.25838 -0.21270 1.80121
N 1.59674 -0.31730 -1.15634
N -0.03319 0.04693 0.50263
C -0.79918 -2.29106 0.18189
C -0.54659 -0.85640 -0.28351
C 0.87641 2.41105 0.77503
C 0.32368 1.33113 -0.10996
C -1.22060 -0.54326 -1.56443
H -1.79741 -1.38533 -1.89805
H -0.43096 -0.24197 -2.25394
H -1.88854 0.34264 -1.44715
H -0.48158 -0.70780 2.23362
H -1.68238 -2.41729 0.81462
H -1.06923 -2.95117 -0.72467
H -0.03695 2.92773 1.06525
H 0.04127 -2.70448 0.65008
H 1.46622 3.03541 0.14790
H 1.40309 2.13763 1.71094
H 1.18230 -0.82816 1.94820
H -0.63759 2.69558 -1.08676
H 1.95983 -0.57443 -2.14522
*
```

Output
SMILES string: CC(C)=[N+](N)[C@](C)(O)ONCl
E: -26472.328 eV
LUMO: -4.084 eV

***

Record 2
Computed, not measured: a cluster of 2 separate species, C5H13ClNO6PS in total at a distorted geometry, with wB97M-V/def2-TZVPD.

```
! wB97M-V def2-TZVPD RIJCOSX def2/J DEFGRID3
* xyz 0 1
Cl 1.54908 0.62813 0.56589
S -1.73547 -1.53180 -1.03070
P 0.53736 -1.02785 1.40010
O -2.36903 -1.18605 -2.30364
O -1.35770 -0.16647 -0.19193
O 4.32557 2.42913 -0.61672
O 0.84782 -0.94731 3.06560
O -0.64290 -2.50478 -1.16371
O -2.70453 -2.17372 0.13713
N -4.84243 -1.06969 1.02681
C -2.39070 -1.57022 1.39157
C 4.82354 1.84961 -1.81910
C -3.67734 -0.79051 1.87457
C -1.27911 -0.49414 1.20973
C 3.96672 2.24222 -3.00812
H -3.91702 -1.04128 2.91646
H -3.48346 0.29700 1.85743
H -2.19077 -2.36849 2.11149
H 4.35363 1.80751 -3.93173
H -4.68809 -0.73308 0.08389
H -5.58657 -0.47712 1.37679
H -1.38018 0.39041 1.85113
H 5.84535 2.20432 -1.95111
H 4.85033 0.76066 -1.70467
H 2.93632 1.90495 -2.86925
H 3.42943 2.10926 -0.49272
H 3.93858 3.32757 -3.11518
H 0.84157 -1.86825 3.32999
*
```

Output
SMILES string: NC[C@H]1OS(=O)(=O)O[C@@H]1P(O)Cl.CCO
E: -51816.014 eV
LUMO: 0.058 eV

***

Record 3
Computed, not measured: a cluster of 2 separate species, C5H13FN in total at a distorted geometry, with wB97M-V/def2-TZVPD.

```
! wB97M-V def2-TZVPD RIJCOSX def2/J DEFGRID3
* xyz 1 1
F -2.23064 -1.33469 0.58389
N -0.01728 0.65513 -0.58439
C 0.74949 -0.24066 0.24901
C 0.77321 1.98226 -0.64425
C -1.66770 -2.50045 0.86975
C 1.04672 0.19550 1.63310
C -0.40837 -0.06810 -1.75649
H -1.00386 0.42112 -2.52541
H 0.39594 -0.37539 -2.35297
H 0.24085 0.45883 2.36461
H -1.23623 -0.75890 -1.47423
H 1.47370 1.17497 1.78963
H -0.75199 -2.30493 1.35448
H 1.67311 -0.45933 2.25279
H 1.14165 -1.05020 -0.38971
H -2.18868 -3.43414 0.77487
H -0.80260 0.72215 0.02516
H 1.22963 2.31222 0.29384
H 0.14860 2.83858 -0.99463
H 1.43445 1.76604 -1.46905
*
```

Output
E: -9591.286 eV
LUMO (alpha / beta): -4.678 / -2.954 eV

***

Across the entries above, energy relative to the best compared isomer or geometry (same formula, charge and spin) takes the values 0.090 0.821 5.285 eV, respectively.